1.
{
  "formula": "C4H2BrNO2",
  "method": "wB97M-V/def2-TZVPD",
  "gap_ev": 8.0,
  "multiplicity": 1,
  "de_lowest_kcal_mol": 96.9,
  "mol_weight_g_mol": 175.969,
  "homo_energy_ev": -8.8,
  "species": ["C", "C", "C", "C", "N", "O", "O", "Br", "H", "H"],
  "xyz": [[0.344, 0.748, 1.273], [-1.404, 0.099, -0.322], [2.170, -0.312, 0.073], [-2.072, -0.605, -1.296], [-0.541, 0.378, 0.442], [-3.168, -0.512, -1.744], [1.666, 0.365, 1.076], [4.056, -0.281, 0.337], [0.378, 1.517, 1.917], [-1.428, -1.397, -1.755]],
  "forces_ev_per_angstrom": [[0.8119, -2.5279, -2.6576], [1.3424, 0.1367, 0.6174], [-1.2095, 0.3751, 0.3927], [0.5316, -1.6831, -1.2640], [-0.4432, 0.6830, 0.5529], [-2.2713, 0.6590, -0.3125], [1.4634, -0.4480, -0.1025], [0.1650, -0.0670, 0.0528], [-0.9407, 2.4468, 2.1638], [0.5505, 0.4255, 0.5570]],
  "nbo_charge": [0.18, 0.28, 0.15, 0.26, -0.23, -0.52, -0.50, 0.01, 0.21, 0.18]
}

2.
{
  "formula": "C4H2BrO2",
  "method": "wB97M-V/def2-TZVPD",
  "gap_ev": 8.0,
  "charge": -1,
  "multiplicity": 1,
  "de_lowest_kcal_mol": 0.5,
  "smiles": "C#C[C@H](Br)C(=O)[O-]",
  "mol_weight_g_mol": 161.962,
  "homo_energy_ev": -4.6,
  "species": ["C", "C", "C", "C", "O", "O", "Br", "H", "H"],
  "xyz": [[-0.831, 1.777, 0.784], [-0.147, 0.816, 0.608], [-0.240, -1.128, -1.010], [0.459, -0.450, 0.325], [0.105, -0.577, -2.052], [-0.944, -2.080, -0.747], [2.447, -0.102, 0.201], [-1.205, 2.852, 0.716], [0.357, -1.106, 1.175]],
  "forces_ev_per_angstrom": [[-0.9746, 3.8840, -0.2114], [0.0199, -1.0195, -0.1678], [1.9256, 1.1290, -0.0257], [0.1803, -0.0999, -0.1441], [-0.1554, 0.1712, -0.4194], [-1.0580, -1.0563, 0.5829], [-0.5701, -0.2866, -0.1142], [0.5278, -2.4457, 0.3753], [0.1045, -0.2761, 0.1242]],
  "nbo_charge": [-0.30, 0.00, 0.79, -0.40, -0.74, -0.73, -0.09, 0.23, 0.23]
}

3.
{
  "formula": "C4H2CdFLiO4",
  "method": "wB97M-V/def2-TZVPD",
  "gap_ev": 5.0,
  "charge": 2,
  "multiplicity": 1,
  "de_lowest_kcal_mol": 29.1,
  "mol_weight_g_mol": 252.407,
  "homo_energy_ev": -16.7,
  "species": ["O", "C", "O", "O", "C", "C", "O", "C", "Cd", "H", "H", "F", "Li"],
  "xyz": [[-0.310, -0.862, 0.253], [3.333, -0.948, -1.229], [2.822, 0.009, -1.668], [-2.244, -0.032, 0.718], [-1.512, -1.085, 0.660], [-1.494, 1.116, 0.163], [3.714, -1.551, -0.306], [-0.051, 0.684, 0.186], [-2.343, -2.997, 1.069], [-1.702, 1.985, 0.794], [-1.905, 1.268, -0.842], [0.424, 0.975, 1.487], [1.268, 1.436, -1.285]],
  "forces_ev_per_angstrom": [[-0.7700, -1.3136, 0.6354], [-0.1531, 1.5585, 4.6408], [-0.3723, -0.0944, -2.2908], [-1.0456, -1.4054, 0.5197], [1.6494, 2.8359, -0.9891], [0.0494, 0.4641, -0.0668], [0.3236, -1.2192, -2.2873], [0.2371, 0.8052, 0.7623], [-0.0925, -0.2484, 0.1815], [0.0614, -0.2525, -0.0593], [0.0644, -0.1449, 0.2262], [-0.5023, -0.6717, -1.2012], [0.5502, -0.3138, -0.0715]],
  "nbo_charge": [-0.46, 1.05, -0.62, -0.42, 0.38, -0.20, -0.42, 0.08, 1.53, 0.27, 0.23, -0.36, 0.93]
}

4.
{
  "formula": "C4H2Cl2N2O2",
  "method": "wB97M-V/def2-TZVPD",
  "gap_ev": 9.3,
  "multiplicity": 1,
  "de_lowest_kcal_mol": 0.0,
  "mol_weight_g_mol": 180.978,
  "homo_energy_ev": -8.9,
  "species": ["C", "C", "C", "C", "N", "N", "O", "O", "Cl", "Cl", "H", "H"],
  "xyz": [[-0.293, 0.278, -0.160], [-0.592, -1.008, 0.118], [-2.637, 0.183, 0.142], [3.364, 0.390, 0.028], [-1.461, 0.999, -0.206], [-2.011, -1.000, 0.298], [4.208, -0.355, -0.124], [2.528, 1.140, 0.245], [0.290, -2.410, 0.059], [-1.372, 2.704, -0.507], [0.707, 0.768, -0.432], [-2.731, -1.688, 0.538]],
  "forces_ev_per_angstrom": [[2.1229, 0.8371, -1.0279], [-2.4189, 1.3226, 0.0764], [2.5011, 2.1562, -0.8331], [-0.0884, 0.2348, 0.4795], [-1.5440, -0.6893, 0.7375], [-0.8141, 0.3051, 0.0082], [1.7530, -1.6091, -0.5842], [-1.1793, 1.4392, 0.1966], [0.8014, -1.0056, 0.1388], [-0.4549, -1.3750, 0.3211], [-2.1161, -1.1051, 0.5764], [1.4373, -0.5109, -0.0893]],
  "nbo_charge": [-0.09, -0.02, 0.14, 1.03, -0.42, -0.59, -0.49, -0.53, 0.08, 0.18, 0.26, 0.44]
}

5.
{
  "formula": "C4H2Cl3P",
  "method": "wB97M-V/def2-TZVPD",
  "gap_ev": 9.1,
  "multiplicity": 1,
  "de_lowest_kcal_mol": 26.7,
  "smiles": "ClC#C/C=C\\P(Cl)Cl",
  "mol_weight_g_mol": 187.393,
  "homo_energy_ev": -9.2,
  "species": ["C", "C", "C", "C", "P", "Cl", "Cl", "Cl", "H", "H"],
  "xyz": [[0.476, -0.189, 0.805], [0.657, -1.119, -0.147], [-0.108, 1.096, 0.838], [-0.536, 2.158, 1.245], [0.404, -1.255, -1.967], [-0.353, 0.568, -2.377], [-1.209, 3.610, 1.540], [-1.288, -2.371, -1.927], [0.827, -0.464, 1.797], [1.129, -2.035, 0.192]],
  "forces_ev_per_angstrom": [[0.3202, -0.8324, -0.1035], [-0.0456, 0.1578, -0.2821], [-0.4970, 1.3472, 0.4648], [0.3439, -1.1661, -0.9152], [0.6662, 0.2156, 0.8642], [-0.2256, 0.6885, -0.1870], [-0.0772, 0.2614, 0.1350], [-0.5508, -0.4783, 0.0062], [0.0190, -0.1135, -0.0557], [0.0468, -0.0801, 0.0732]],
  "nbo_charge": [-0.22, -0.53, -0.07, -0.07, 0.83, -0.27, 0.15, -0.28, 0.23, 0.23]
}

6.
{
  "formula": "C4H2ClF",
  "method": "wB97M-V/def2-TZVPD",
  "gap_ev": 8.5,
  "multiplicity": 1,
  "de_lowest_kcal_mol": 92.2,
  "smiles": "C#C/C=C(\\F)Cl",
  "mol_weight_g_mol": 104.511,
  "homo_energy_ev": -8.9,
  "species": ["C", "C", "C", "C", "H", "H", "F", "Cl"],
  "xyz": [[-0.362, -0.212, -0.006], [0.674, -0.796, -0.537], [1.630, -0.058, -1.265], [2.313, 1.329, -1.274], [0.595, -1.952, -0.363], [2.798, 2.249, -1.623], [-0.355, 1.157, -0.091], [-1.513, -0.723, 1.253]],
  "forces_ev_per_angstrom": [[-1.2462, 3.5879, 2.3645], [-0.1581, -4.2693, 0.0241], [6.3244, 11.5349, -0.4881], [-5.7360, -11.0464, 0.4363], [0.9582, 2.1858, -0.7615], [-0.1854, -0.9045, -0.1871], [-1.0550, -1.2100, 0.2828], [1.0980, 0.1216, -1.6711]],
  "nbo_charge": [0.42, -0.44, -0.04, -0.14, 0.26, 0.24, -0.32, 0.03]
}

7.
{
  "formula": "C4H2ClNO",
  "method": "wB97M-V/def2-TZVPD",
  "gap_ev": 8.0,
  "multiplicity": 1,
  "de_lowest_kcal_mol": 77.5,
  "smiles": "O=CC1=C(Cl)C=N1",
  "mol_weight_g_mol": 115.519,
  "homo_energy_ev": -9.1,
  "species": ["C", "C", "C", "C", "N", "O", "Cl", "H", "H"],
  "xyz": [[-0.873, 0.990, -0.516], [-1.343, -0.272, -0.429], [0.310, -0.702, -0.539], [1.332, -1.795, -0.359], [0.538, 0.560, -0.555], [1.085, -2.846, 0.178], [-2.895, -0.844, -0.176], [-1.472, 1.966, -0.619], [2.321, -1.659, -0.637]],
  "forces_ev_per_angstrom": [[-2.0577, -0.8985, -0.2128], [1.4292, 0.9268, -0.0151], [-1.2991, 1.4851, 0.4533], [-2.4612, -0.7363, 1.1243], [1.3967, -0.0688, -0.5028], [-0.6658, 0.0528, -0.0797], [-0.2404, -0.5642, -0.0399], [1.7777, -1.4620, 0.3126], [2.1205, 1.2650, -1.0399]],
  "nbo_charge": [-0.12, -0.09, 0.17, 0.36, -0.33, -0.47, 0.10, 0.24, 0.15]
}

8.
{
  "formula": "C4H2ClNO",
  "method": "wB97M-V/def2-TZVPD",
  "gap_ev": 9.8,
  "multiplicity": 1,
  "de_lowest_kcal_mol": 2.1,
  "smiles": "N#CC(=O)/C=C/Cl",
  "mol_weight_g_mol": 115.519,
  "homo_energy_ev": -10.9,
  "species": ["C", "C", "C", "C", "H", "H", "N", "O", "Cl"],
  "xyz": [[-0.034, -0.983, -0.862], [0.782, -0.163, -0.202], [0.344, 0.886, 0.752], [-1.083, 0.855, 1.039], [-1.106, -0.885, -0.739], [1.846, -0.187, -0.367], [-2.217, 0.914, 1.234], [1.048, 1.734, 1.210], [0.420, -2.171, -2.064]],
  "forces_ev_per_angstrom": [[-0.3246, 0.1960, -0.2533], [0.6724, -0.2688, -0.2215], [-0.0607, -0.9409, -1.0967], [-1.5449, 0.4388, 0.5441], [-0.0217, -0.3021, -0.0257], [0.2620, -0.0429, -0.0201], [0.6022, -0.1828, -0.1251], [0.4721, 0.3014, 0.3245], [-0.0568, 0.8014, 0.8737]],
  "nbo_charge": [-0.11, -0.33, 0.45, 0.16, 0.23, 0.24, -0.24, -0.44, 0.04]
}

9.
{
  "formula": "C4H2ClNO2",
  "method": "wB97M-V/def2-TZVPD",
  "gap_ev": 8.7,
  "multiplicity": 1,
  "de_lowest_kcal_mol": 81.2,
  "mol_weight_g_mol": 131.518,
  "homo_energy_ev": -9.0,
  "species": ["C", "C", "C", "C", "N", "O", "O", "Cl", "H", "H"],
  "xyz": [[-0.176, 0.792, -0.032], [0.541, -0.763, 0.848], [0.934, 0.970, -0.674], [0.546, -1.639, -0.094], [-1.502, 0.921, -0.167], [2.022, 1.207, -1.015], [0.239, -2.324, -0.993], [1.378, -0.507, 2.290], [-2.020, 1.000, 0.697], [-1.963, 0.343, -0.860]],
  "forces_ev_per_angstrom": [[0.7609, -3.1394, 1.8629], [-0.6021, 3.2144, -0.5434], [1.3672, 0.8548, -0.0038], [-1.0235, -0.9280, -0.9824], [-0.9228, 0.2162, -0.3379], [-0.3951, -0.1469, -0.3774], [0.6084, -0.0124, 0.2488], [0.0976, -0.2160, 0.1230], [0.0506, 0.1007, -0.1561], [0.0587, 0.0566, 0.1664]],
  "nbo_charge": [-0.04, -0.40, 0.64, 0.62, -0.78, -0.44, -0.46, 0.08, 0.39, 0.38]
}

10.
{
  "formula": "C4H2ClO2",
  "method": "wB97M-V/def2-TZVPD",
  "gap_ev": 7.6,
  "charge": -1,
  "multiplicity": 1,
  "de_lowest_kcal_mol": 47.9,
  "mol_weight_g_mol": 117.511,
  "homo_energy_ev": -3.9,
  "species": ["C", "C", "C", "C", "O", "O", "Cl", "H", "H"],
  "xyz": [[2.178, -0.044, -2.185], [3.351, -0.518, -2.159], [1.047, 0.381, -1.465], [0.418, 0.127, 0.386], [4.481, -0.703, -2.413], [0.153, 1.034, -1.890], [1.115, -1.140, 1.407], [-0.634, -0.197, 0.210], [0.413, 1.059, 1.032]],
  "forces_ev_per_angstrom": [[-1.1419, -0.5519, 1.8122], [-1.2176, 1.5316, -0.2162], [0.4772, -0.6495, 1.5689], [0.1890, 0.4558, -1.3649], [1.8777, -1.1423, 0.0149], [-1.6884, 1.2357, -0.7475], [0.4760, -0.5030, 0.3422], [0.8303, 0.4504, -0.1527], [0.1977, -0.8269, -1.2571]],
  "nbo_charge": [-0.65, 0.59, 0.59, -0.54, -0.62, -0.62, -0.13, 0.19, 0.19]
}